{"formula": "C39H93FNO14P2", "method": "ωB97M-V/def2-TZVPD", "symbols": ["C", "O", "C", "C", "C", "C", "C", "C", "C", "C", "C", "P", "C", "N", "C", "C", "O", "C", "C", "C", "C", "O", "P", "O", "C", "C", "F", "H", "H", "H", "H", "H", "H", "H", "H", "H", "H", "H", "H", "H", "H", "H", "H", "H", "H", "H", "H", "H", "H", "H", "H", "H", "H", "H", "H", "H", "H", "H", "H", "H", "H", "H", "H", "H", "H", "H", "H", "H", "H", "H", "C", "O", "C", "C", "O", "C", "H", "H", "H", "H", "H", "H", "H", "H", "H", "H", "C", "O", "C", "C", "O", "C", "H", "H", "H", "H", "H", "H", "H", "H", "H", "H", "C", "O", "C", "C", "O", "C", "H", "H", "H", "H", "H", "H", "H", "H", "H", "H", "C", "O", "C", "C", "O", "C", "H", "H", "H", "H", "H", "H", "H", "H", "H", "H", "C", "O", "C", "C", "O", "C", "H", "H", "H", "H", "H", "H", "H", "H", "H", "H"], "positions_angstrom": [[-6.58949, -1.32887, -9.99127], [-6.58935, -1.63007, -8.62000], [-6.32395, -2.99479, -8.32396], [-4.87057, -3.24918, -7.91375], [-4.70327, -4.31054, -6.82105], [-5.55678, -4.07215, -5.56583], [-4.82609, -4.43841, -4.27073], [-5.51516, -3.90047, -3.01031], [-4.75299, -2.71680, -2.42232], [-3.40594, -3.09010, -1.79650], [-2.76901, -1.88750, -1.08186], [-0.87813, -1.41467, -1.23758], [-1.31853, 0.44442, -1.39498], [-1.44542, 0.87671, -2.79469], [-0.80063, -1.08701, 0.75103], [0.31442, -0.32125, 1.30868], [0.31422, 0.86787, 1.56150], [1.00123, -0.92257, -1.59603], [1.93103, -1.79077, -2.46928], [2.63540, -1.01261, -3.58144], [3.44645, 0.18855, -3.07888], [3.94276, 0.01533, -1.75920], [-1.10658, -1.69889, -3.62016], [-2.42659, -1.58804, -4.34151], [-0.32230, -3.29328, -0.91720], [0.94902, -3.51346, -0.11227], [-1.36656, -3.95698, -0.22629], [-5.60686, -1.51659, -10.44914], [-7.34304, -1.91331, -10.53906], [-6.82271, -0.26786, -10.09618], [-7.00978, -3.27606, -7.51959], [-6.57687, -3.60761, -9.20087], [-4.44198, -2.29958, -7.57502], [-4.29717, -3.55880, -8.79628], [-4.90857, -5.30325, -7.24044], [-3.65123, -4.31904, -6.52199], [-6.48630, -4.65410, -5.62136], [-5.85136, -3.01501, -5.51452], [-4.70994, -5.52810, -4.22729], [-3.82608, -3.99794, -4.32536], [-5.62504, -4.68617, -2.25194], [-6.52879, -3.57523, -3.28125], [-5.35311, -2.23023, -1.63934], [-4.57464, -1.98721, -3.21751], [-2.73308, -3.50579, -2.55217], [-3.57815, -3.90663, -1.08539], [-3.29988, -0.99954, -1.44513], [-3.00686, -1.97481, -0.01607], [-2.24261, 0.63303, -0.84289], [-0.54240, 1.01854, -0.87853], [-2.32740, 1.33070, -2.98808], [-0.70494, 1.51286, -3.05566], [-1.72002, -0.53965, 0.98238], [-0.85148, -2.05106, 1.26922], [1.23623, -0.89331, 1.51892], [0.91767, 0.04897, -2.10157], [1.53326, -0.70146, -0.66957], [2.71354, -2.23648, -1.84972], [1.40340, -2.63444, -2.92490], [1.90751, -0.65261, -4.31511], [3.30933, -1.68949, -4.12206], [4.30678, 0.30669, -3.75799], [2.86743, 1.11497, -3.18117], [3.92126, 0.87206, -1.31442], [-0.08595, -0.95532, -4.25572], [-0.54326, -2.98503, -3.90803], [-0.24548, -3.85250, -1.85670], [1.76484, -3.90612, -0.71896], [1.30687, -2.61022, 0.37537], [0.72204, -4.25810, 0.65935], [7.47276, 4.11411, -1.56992], [6.89923, 4.83630, -2.64240], [5.99293, 4.07622, -3.42283], [4.55167, 4.34827, -3.05760], [4.24921, 3.93282, -1.73857], [4.20331, 4.98359, -0.79358], [7.97381, 4.83694, -0.92819], [6.71423, 3.58342, -0.98994], [8.21148, 3.39007, -1.93135], [6.19889, 3.00610, -3.31247], [6.14959, 4.34579, -4.47142], [3.90579, 3.78361, -3.73706], [4.32609, 5.41283, -3.18143], [3.29593, 5.58465, -0.91774], [5.07778, 5.63444, -0.87599], [4.18611, 4.52626, 0.19391], [-1.08090, 0.64427, 4.71218], [-1.73613, -0.59877, 4.92671], [-0.84150, -1.68229, 5.07298], [-0.67390, -2.07029, 6.52593], [-0.09755, -1.02603, 7.29517], [-1.04708, -0.26442, 8.01211], [-1.82825, 1.42681, 4.83460], [-0.28024, 0.79867, 5.44166], [-0.65917, 0.69756, 3.70663], [0.13359, -1.43235, 4.64098], [-1.24306, -2.53822, 4.52131], [-0.01751, -2.94243, 6.59704], [-1.65028, -2.34345, 6.94199], [-1.42106, -0.81964, 8.88135], [-1.89047, 0.02506, 7.38152], [-0.54230, 0.63564, 8.36249], [-0.62677, -5.56893, -4.57602], [-1.16221, -6.85775, -4.83951], [-0.24870, -7.89537, -4.57284], [-0.46372, -8.51633, -3.20994], [-0.23200, -7.57613, -2.18541], [-1.41055, -7.02755, -1.60575], [-1.44926, -4.86289, -4.60214], [-0.15355, -5.52685, -3.59233], [0.10840, -5.28823, -5.33938], [0.77763, -7.51357, -4.62968], [-0.36796, -8.66600, -5.34248], [0.24349, -9.34553, -3.09178], [-1.47964, -8.92024, -3.13567], [-1.85504, -7.74247, -0.90380], [-2.15167, -6.75762, -2.36266], [-1.11952, -6.12691, -1.07014], [0.57044, 6.81676, 8.65498], [0.58939, 5.78251, 9.62087], [-0.66806, 5.16338, 9.82068], [-0.78745, 3.87315, 9.03917], [-0.75407, 4.10139, 7.64405], [0.49277, 3.81395, 7.03819], [1.60490, 7.03751, 8.39909], [0.04230, 6.51139, 7.74977], [0.10370, 7.72408, 9.05523], [-1.47781, 5.84078, 9.52808], [-0.77072, 4.94979, 10.88871], [-1.74885, 3.40559, 9.27581], [0.00864, 3.18202, 9.33706], [0.64706, 2.73226, 6.95950], [1.32125, 4.25368, 7.60029], [0.47120, 4.23672, 6.03547], [6.09528, 8.50025, 4.70332], [6.23518, 7.32031, 5.46846], [5.55089, 7.35148, 6.70720], [4.22514, 6.62583, 6.65162], [3.31110, 7.25914, 5.77409], [3.19710, 6.61824, 4.51521], [6.47686, 8.28329, 3.70723], [5.05019, 8.80997, 4.62805], [6.67934, 9.32196, 5.13374], [5.38561, 8.38694, 7.02516], [6.18987, 6.86583, 7.45064], [3.78430, 6.62714, 7.65354], [4.38245, 5.58402, 6.35414], [2.62699, 5.68689, 4.59617], [4.17819, 6.39776, 4.08811], [2.66255, 7.29914, 3.85548]], "forces_ev_per_angstrom": [[0.2, 0.0, -0.1], [-0.2, 0.1, 0.0], [0.0, -0.2, 0.0], [0.0, 0.1, -0.1], [0.0, 0.0, 0.0], [0.0, 0.0, 0.1], [0.1, -0.1, -0.2], [-0.1, 0.0, 0.0], [0.1, 0.0, 0.1], [0.0, -0.2, 0.1], [-0.2, 0.0, 0.0], [0.2, -0.2, 0.4], [0.0, 0.2, 0.0], [0.1, 0.1, 0.1], [-0.3, 0.0, 0.5], [-0.1, -0.2, -0.1], [0.1, 0.4, 0.0], [0.0, 0.2, -0.4], [0.0, -0.1, 0.1], [0.2, -0.1, 0.1], [0.3, 0.2, -0.7], [0.0, 0.2, 0.1], [-0.2, 0.1, 0.0], [-0.1, -0.1, 0.0], [0.0, 0.0, -0.5], [-0.1, -0.2, 0.2], [0.0, 0.0, 0.3], [-0.1, 0.0, 0.0], [0.0, 0.0, 0.1], [0.0, -0.1, 0.0], [0.1, 0.1, 0.0], [-0.1, 0.0, 0.1], [-0.1, -0.1, 0.1], [0.0, 0.1, 0.1], [0.0, 0.0, 0.1], [0.0, 0.0, -0.1], [0.0, 0.2, 0.0], [0.1, -0.1, 0.0], [0.1, 0.1, 0.0], [0.0, -0.1, 0.0], [0.0, 0.1, -0.1], [0.0, -0.1, 0.1], [0.0, -0.1, -0.1], [0.0, 0.1, 0.1], [0.0, 0.0, -0.1], [0.1, 0.1, 0.0], [0.1, -0.1, 0.0], [0.0, 0.1, -0.1], [0.0, 0.0, -0.1], [-0.1, -0.1, 0.0], [0.0, -0.1, 0.0], [0.0, 0.0, 0.0], [0.1, 0.0, -0.1], [0.0, 0.0, -0.2], [0.2, -0.1, 0.1], [-0.1, -0.1, 0.0], [-0.1, 0.0, 0.0], [-0.1, 0.0, 0.0], [0.0, 0.1, 0.0], [0.1, 0.0, 0.1], [-0.1, 0.0, 0.1], [-0.1, 0.1, 0.1], [-0.1, -0.1, 0.3], [0.0, -0.2, -0.1], [0.1, 0.0, -0.1], [0.1, 0.0, 0.0], [0.0, 0.2, 0.0], [-0.1, 0.0, 0.0], [0.0, 0.0, 0.1], [0.1, 0.1, -0.1], [0.0, 0.0, 0.0], [0.0, 0.1, 0.0], [0.1, -0.1, 0.0], [-0.1, 0.0, 0.0], [0.1, -0.1, 0.0], [0.0, 0.0, 0.0], [0.0, 0.0, 0.0], [0.0, 0.0, 0.0], [0.0, 0.0, 0.0], [0.0, 0.0, 0.0], [0.0, 0.0, 0.0], [0.0, 0.0, 0.0], [0.0, 0.0, 0.0], [0.0, 0.0, 0.0], [0.0, 0.0, 0.0], [0.0, 0.0, 0.0], [0.0, 0.0, 0.0], [0.0, 0.0, 0.1], [0.0, 0.0, -0.1], [-0.1, 0.0, 0.1], [0.0, 0.0, 0.0], [0.0, 0.0, 0.0], [0.0, 0.0, 0.0], [0.0, 0.0, 0.0], [0.0, 0.0, 0.0], [0.0, 0.0, 0.0], [0.0, 0.0, 0.0], [0.0, 0.0, 0.0], [0.0, 0.0, 0.0], [0.0, 0.0, 0.0], [0.0, 0.0, 0.0], [0.0, 0.0, 0.0], [-0.1, 0.0, 0.0], [0.0, 0.0, 0.0], [0.1, -0.1, -0.1], [-0.1, 0.0, 0.0], [0.0, 0.0, 0.1], [0.1, 0.0, 0.0], [-0.1, 0.1, -0.1], [0.0, 0.0, 0.0], [0.0, 0.0, 0.0], [0.0, -0.1, 0.0], [0.0, 0.0, 0.0], [0.0, 0.0, 0.1], [0.0, 0.0, 0.0], [0.0, 0.0, 0.0], [0.0, 0.0, 0.0], [0.0, 0.0, 0.1], [0.0, 0.0, 0.0], [0.0, 0.0, 0.0], [0.0, 0.0, 0.0], [-0.1, -0.1, 0.0], [0.0, 0.1, 0.0], [0.0, -0.1, 0.0], [0.0, 0.0, 0.0], [0.0, 0.0, 0.0], [0.0, 0.0, 0.0], [0.0, 0.0, 0.0], [0.0, 0.0, 0.0], [0.0, 0.0, 0.0], [0.0, 0.0, 0.0], [0.0, 0.0, 0.0], [0.0, 0.0, 0.0], [0.0, 0.0, 0.0], [0.0, 0.0, 0.0], [0.0, -0.1, 0.0], [0.1, 0.1, 0.0], [-0.1, 0.0, 0.0], [0.0, 0.0, 0.0], [0.0, 0.0, 0.0], [0.0, 0.0, 0.0], [0.0, 0.0, 0.0], [0.0, 0.0, 0.0], [0.0, 0.0, 0.0], [0.0, 0.0, 0.0], [0.0, 0.0, 0.0], [0.0, 0.0, 0.0], [0.0, 0.0, 0.0], [0.0, 0.0, 0.0], [0.0, 0.0, 0.0]], "homo_ha": -0.1540, "total_charge": -1, "orbital_gap_ev": 6.074}